Run one
Here is 2 unconnected molecules or ions with the total composition C2H3NO2 from OMol25. Energies are from ωB97M-V/def2-TZVPD.

```
8
Properties=species:S:1:pos:R:3:lowdin_charge:R:1
C 1.906 0.294 0.987 0.1753
N 0.823 0.641 1.229 -0.2184
O -0.260 1.113 1.350 0.0139
H 2.849 -0.054 0.837 0.0480
C -1.306 -0.448 -1.157 -0.2025
O -1.095 -0.254 -2.305 0.0090
H -1.694 0.248 -0.384 0.0565
H -1.224 -1.540 -0.557 0.1182
```

**Kohn-Sham gap**: 10.59 eV
**HOMO**: -9.82 eV
**Structure (SMILES)**: C#[N+][O-].C=O

=====

Run two
Here is a single C2H3NO2 molecule from OMol25. Energies are from ωB97M-V/def2-TZVPD.

```
8
Properties=species:S:1:pos:R:3:lowdin_charge:R:1
O -2.060 -1.327 -0.403 0.0990
C -0.997 -0.815 -0.574 -0.5424
N -0.299 0.102 -1.206 0.2289
C 0.241 -0.612 0.161 -0.2093
O 0.259 0.225 1.189 0.0439
H -0.083 0.485 -2.067 0.0943
H 1.151 -1.223 0.104 0.1488
H -0.410 0.002 1.868 0.1368
```

**Kohn-Sham gap**: 10.68 eV
**HOMO**: -9.88 eV
**Structure (SMILES)**: O=C1N[C@H]1O

=====

Run three
Here is a single C2H3NO2 molecule from OMol25. Energies are from ωB97M-V/def2-TZVPD.

```
8
Properties=species:S:1:pos:R:3:lowdin_charge:R:1
O 0.509 -0.871 -1.261 0.0221
C -0.553 -0.700 -0.689 -0.3479
N -0.588 0.227 0.300 0.0746
C 0.812 0.651 0.508 -0.2770
O 1.277 1.663 0.083 0.1132
H -1.461 -1.269 -0.945 0.1353
H -1.379 0.389 0.916 0.1403
H 1.384 -0.090 1.088 0.1395
```

**Kohn-Sham gap**: 11.20 eV
**HOMO**: -10.44 eV
**Structure (SMILES)**: O=CNC=O

=====

Stability ranking, top entry: run three; the second entry is 160.7 kJ/mol less favorable.

=====

Run one
Here is a single C2H3NO2 molecule from OMol25. Energies are from ωB97M-V/def2-TZVPD.

```
8
Properties=species:S:1:pos:R:3:lowdin_charge:R:1
H 1.201 0.692 1.886 0.0593
N 0.494 0.294 1.277 0.1361
C 0.686 0.645 0.087 -0.2848
O -0.158 0.270 -0.915 -0.0004
C -1.001 -0.804 -0.706 -0.3079
O -0.649 -1.893 -0.382 0.1198
H 1.458 1.305 -0.310 0.1333
H -2.032 -0.509 -0.938 0.1447
```

**Kohn-Sham gap**: 11.56 eV
**HOMO**: -10.69 eV
**Structure (SMILES)**: [H]/N=C/OC=O

=====

Run two
Here is 2 unconnected molecules or ions with the total composition C2H3NO2 from OMol25. Energies are from ωB97M-V/def2-TZVPD.

```
8
Properties=species:S:1:pos:R:3:lowdin_charge:R:1
C -1.388 1.691 1.752 -0.0107
C 0.348 -0.223 -1.176 -0.2407
N 0.816 -0.423 0.141 0.0091
O -1.332 1.054 2.681 0.0203
O -0.548 -0.624 -0.209 -0.1054
H 0.269 0.810 -1.502 0.1112
H 0.579 -0.946 -1.958 0.1128
H 1.257 -1.340 0.271 0.1035
```

**Kohn-Sham gap**: 11.08 eV
**HOMO**: -10.00 eV

=====

Stability ranking, top entry: run one; the second entry is 232.6 kJ/mol less favorable.

=====

Run one
Here is a single C2H3NO2 molecule from OMol25. Energies are from ωB97M-V/def2-TZVPD.

```
8
Properties=species:S:1:pos:R:3:lowdin_charge:R:1
N 0.929 0.676 0.531 0.1727
C 0.071 -0.367 0.362 -0.5009
O -0.049 -1.299 1.135 0.0590
C -0.885 -0.375 -0.844 -0.1605
O -1.212 0.592 -1.489 0.0753
H 1.451 0.721 1.398 0.1164
H 1.041 1.430 -0.130 0.1072
H -1.345 -1.379 -0.963 0.1308
```

**Kohn-Sham gap**: 10.06 eV
**HOMO**: -10.12 eV
**Structure (SMILES)**: NC(=O)C=O

=====

Run two
Here is a single C2H3NO2 molecule from OMol25. Energies are from ωB97M-V/def2-TZVPD.

```
8
Properties=species:S:1:pos:R:3:lowdin_charge:R:1
O -1.994 0.113 0.042 0.0959
C -0.827 -0.062 0.030 -0.5196
C 0.470 0.947 0.055 0.1239
O 1.261 -0.575 0.046 -0.1487
N -0.108 -1.194 0.086 0.0668
H 0.649 1.335 -0.961 0.0993
H 0.750 1.632 0.891 0.1103
H -0.201 -2.195 -0.188 0.1721
```

**Kohn-Sham gap**: 10.36 eV
**HOMO**: -9.55 eV
**Structure (SMILES)**: O=C1CON1

=====

Run three
Here is a single C2H3NO2 molecule from OMol25. Energies are from ωB97M-V/def2-TZVPD.

```
8
Properties=species:S:1:pos:R:3:lowdin_charge:R:1
C 0.099 0.245 0.099 -0.5257
C 1.242 -0.479 0.188 0.0889
N -1.207 -0.036 -0.358 0.0031
O -0.161 1.510 0.131 0.0160
O -2.152 -0.514 0.261 0.1123
H 1.343 -1.561 0.259 0.0568
H 2.148 0.082 0.437 0.0681
H -1.313 0.753 -1.017 0.1804
```

**Kohn-Sham gap (spin up / spin down)**: 7.32 / 7.30 eV
**HOMO (spin up / spin down)**: -9.11 / -9.10 eV

=====

Stability ranking, top entry: run one; the second entry is 333.7 kJ/mol less favorable.

=====

Run one
Here is 2 unconnected molecules or ions with the total composition C5H11O2 from OMol25. Energies are from ωB97M-V/def2-TZVPD.

```
18
Properties=species:S:1:pos:R:3:lowdin_charge:R:1
C 1.391 0.622 0.018 -0.2193
C 2.498 1.524 0.539 -0.1443
C 1.754 -0.036 -1.338 -0.7776
O 1.484 -1.243 -1.468 -0.0902
O 2.261 0.751 -2.170 -0.0955
H 0.896 -0.009 0.761 0.0836
H 0.548 1.288 -0.233 0.0960
H 3.398 1.016 0.901 0.0629
H 2.137 2.049 1.435 0.0498
H 2.752 2.271 -0.205 0.0578
C -2.776 -0.683 0.773 -0.1813
C -1.925 -1.363 -0.305 -0.1498
H -3.803 -1.073 0.670 0.0522
H -2.563 -0.921 1.811 0.0493
H -2.841 0.381 0.601 0.0508
H -0.912 -0.973 -0.432 0.0383
H -1.858 -2.426 -0.121 0.0592
H -2.442 -1.175 -1.235 0.0581
```

**Total charge**: -1
**Kohn-Sham gap**: 7.55 eV
**HOMO**: -3.88 eV

=====

Run two
Here is 2 unconnected molecules or ions with the total composition C5H11O2 from OMol25. Energies are from ωB97M-V/def2-TZVPD.

```
18
Properties=species:S:1:pos:R:3:lowdin_charge:R:1
C 0.074 -0.850 -0.893 -0.4702
O 0.339 -1.349 -2.170 -0.3399
C 0.088 0.693 -0.959 -0.2077
C -0.409 1.439 0.389 -0.2411
C -0.018 0.911 1.741 -0.1888
C 0.630 1.828 2.579 -0.0402
H 0.932 -1.092 -0.205 0.0960
H -0.838 -1.242 -0.539 0.0768
H 1.106 1.069 -1.386 0.1236
H -0.653 0.959 -1.714 0.0806
H -1.550 1.316 0.286 0.1201
H -0.024 2.480 0.225 0.0936
H 0.050 -0.204 1.946 0.1098
H 0.950 2.773 2.163 0.0248
H 0.862 1.618 3.661 0.0408
H -0.659 -3.952 -1.094 -0.0033
H -0.178 -2.714 -1.967 -0.0111
O -0.701 -3.683 -2.063 -0.2639
```

**Total charge**: -1
**Kohn-Sham gap**: 6.90 eV
**HOMO**: -3.27 eV

=====

Stability ranking, top entry: run one; the second entry is 278.6 kJ/mol less favorable.

=====

Run one
Here is 2 unconnected molecules or ions with the total composition C5H11O2 from OMol25. Energies are from ωB97M-V/def2-TZVPD.

```
18
Properties=species:S:1:pos:R:3:lowdin_charge:R:1
C 0.044 -1.577 -0.276 -0.1973
C -0.930 -1.121 -1.353 -0.1569
C -0.622 -2.678 0.603 -0.7635
O 0.166 -3.448 1.202 -0.1135
O -1.875 -2.719 0.635 -0.0976
H 0.934 -2.076 -0.662 0.0925
H 0.341 -0.747 0.361 0.0717
H -1.350 -1.961 -1.905 0.0644
H -0.450 -0.511 -2.137 0.0522
H -1.754 -0.557 -0.928 0.0592
C 0.666 2.448 1.261 -0.1735
C 0.708 1.953 -0.186 -0.1733
H -0.289 2.904 1.504 0.0552
H 0.697 1.574 1.923 0.0629
H 1.528 3.054 1.539 0.0542
H -0.147 1.310 -0.368 0.0399
H 0.702 2.765 -0.914 0.0573
H 1.631 1.387 -0.301 0.0661
```

**Total charge**: -1
**Kohn-Sham gap**: 7.26 eV
**HOMO**: -3.72 eV

=====

Run two
Here is 2 unconnected molecules or ions with the total composition C5H11O2 from OMol25. Energies are from ωB97M-V/def2-TZVPD.

```
18
Properties=species:S:1:pos:R:3:lowdin_charge:R:1
C -0.572 -0.133 1.598 -0.3042
C 0.389 1.091 1.716 -0.1130
C -0.209 -1.286 2.521 -0.1370
H -1.577 0.282 1.741 0.0902
H -0.513 -0.508 0.576 0.0879
H 1.146 1.116 0.936 0.0684
H 0.954 0.960 2.650 0.0538
H -0.297 -2.208 1.928 0.0662
H 0.869 -1.277 2.717 0.0652
H -0.171 2.026 1.760 0.0553
H -0.781 -1.378 3.444 0.0598
C -0.550 0.199 -3.093 -0.0700
C 0.999 0.212 -3.061 -0.8129
O 1.484 -0.688 -2.322 -0.1348
O 1.576 0.997 -3.839 -0.1086
H -0.961 -0.228 -2.179 0.0339
H -0.925 -0.421 -3.908 0.0512
H -0.863 1.243 -3.185 0.0485
```

**Total charge**: -1
**Kohn-Sham gap**: 7.36 eV
**HOMO**: -3.75 eV

=====

Run three
Here is 2 unconnected molecules or ions with the total composition C5H11O2 from OMol25. Energies are from ωB97M-V/def2-TZVPD.

```
18
Properties=species:S:1:pos:R:3:lowdin_charge:R:1
C 0.502 -0.222 1.286 -0.2187
C 1.088 1.195 1.277 -0.1468
C 1.338 -1.148 2.281 -0.7494
O 0.570 -1.913 2.902 -0.1049
O 2.574 -0.966 2.364 -0.0899
H -0.639 -0.356 1.337 0.1028
H 0.444 -0.597 0.273 0.0451
H 1.524 1.611 2.198 0.0576
H 0.177 1.855 0.919 0.0820
H 1.983 1.264 0.653 0.0524
C -0.786 0.494 -2.375 -0.1457
C -1.528 -0.633 -1.501 -0.1562
H 0.175 0.089 -2.652 0.0466
H -1.446 0.615 -3.273 0.0511
H -0.831 1.439 -1.771 0.0652
H -1.446 -1.608 -1.910 0.0331
H -1.006 -0.652 -0.577 -0.0209
H -2.692 -0.467 -1.433 0.0963
```

**Total charge**: -1
**Kohn-Sham gap**: 7.19 eV
**HOMO**: -3.69 eV

=====

Stability ranking, top entry: run one; the second entry is 24.1 kJ/mol less favorable.

=====

Run one
Here is 2 unconnected molecules or ions with the total composition C5H11O2 from OMol25. Energies are from ωB97M-V/def2-TZVPD.

```
18
Properties=species:S:1:pos:R:3:lowdin_charge:R:1
C -1.223 0.820 1.556 -0.3009
C -2.639 1.297 1.299 -0.1375
C -0.499 0.378 0.258 -0.1072
H -0.569 1.507 2.101 0.0894
H -1.191 -0.032 2.235 0.0886
H -3.374 0.490 1.431 0.0680
H -2.813 1.540 0.249 0.0581
H 0.409 0.927 0.118 0.0452
H -0.193 -0.662 0.343 0.0742
H -3.042 2.121 1.866 0.0497
H -1.058 0.468 -0.672 0.0708
C 2.595 -0.662 -1.480 -0.0650
C 1.956 -2.070 -1.610 -0.8176
O 1.308 -2.307 -2.649 -0.1128
O 2.204 -2.857 -0.661 -0.1278
H 3.083 -0.518 -0.519 0.0503
H 1.785 0.043 -1.543 0.0232
H 3.258 -0.482 -2.323 0.0512
```

**Total charge**: -1
**Kohn-Sham gap**: 7.13 eV
**HOMO**: -3.71 eV

=====

Run two
Here is 2 unconnected molecules or ions with the total composition C5H11O2 from OMol25. Energies are from ωB97M-V/def2-TZVPD.

```
18
Properties=species:S:1:pos:R:3:lowdin_charge:R:1
C 0.664 2.928 0.630 -0.1663
C -0.780 2.445 0.726 -0.1710
H 0.997 3.211 1.635 0.0541
H 1.291 2.213 0.109 0.0472
H 0.692 3.870 0.075 0.0494
H -1.050 1.731 -0.048 0.0433
H -1.532 3.229 0.586 0.0526
H -0.997 1.954 1.680 0.0638
C 0.687 -1.938 -0.098 -0.1875
C 1.886 -1.001 -0.304 -0.1332
C -0.692 -1.221 -0.354 -0.7580
O -0.717 -0.399 -1.294 -0.0966
O -1.592 -1.555 0.446 -0.0986
H 0.789 -2.823 -0.721 0.0831
H 0.604 -2.292 0.929 0.0789
H 2.491 -0.839 0.586 0.0490
H 1.507 -0.093 -0.745 0.0340
H 2.630 -1.384 -1.034 0.0559
```

**Total charge**: -1
**Kohn-Sham gap**: 8.00 eV
**HOMO**: -3.94 eV

=====

Stability ranking, top entry: run two; the second entry is 20.9 kJ/mol less favorable.

=====

Run one
Here is 2 unconnected molecules or ions with the total composition C4H9N2O2 from OMol25. Energies are from ωB97M-V/def2-TZVPD.

```
17
Properties=species:S:1:pos:R:3:lowdin_charge:R:1
C -0.172 -2.105 1.178 -0.1733
C 2.161 1.011 -1.303 -0.0618
C -1.072 -1.417 0.208 -0.1695
C 1.106 1.407 -0.529 -0.2806
N 0.010 2.019 -1.100 0.0187
N -1.002 2.243 -0.329 -0.5443
O -1.101 1.778 0.822 -0.1154
O -1.941 2.984 -0.720 -0.1009
H 0.304 -2.850 0.721 0.0086
H -0.790 -2.523 2.013 0.0788
H 0.490 -1.480 1.679 0.0369
H -2.174 -1.415 0.498 0.0863
H 2.245 1.353 -2.287 0.0010
H 2.800 0.283 -0.809 0.0135
H -0.963 -0.319 0.220 0.0244
H -0.876 -1.839 -0.777 0.0623
H 0.976 0.869 0.514 0.1150
```

**Total charge**: -1
**Kohn-Sham gap**: 7.63 eV
**HOMO**: -3.72 eV

=====

Run two
Here is 2 unconnected molecules or ions with the total composition C4H9N2O2 from OMol25. Energies are from ωB97M-V/def2-TZVPD.

```
17
Properties=species:S:1:pos:R:3:lowdin_charge:R:1
O -2.774 0.042 -0.188 -0.0121
C -1.657 0.508 -0.009 -0.5404
N -1.407 1.614 0.766 0.1101
C -0.423 0.065 -0.786 -0.4253
C -0.193 -1.432 -0.871 -0.0865
N 0.786 0.751 -0.339 -0.1306
C 1.912 -0.229 1.017 -0.3587
O 2.558 -1.277 0.834 -0.1819
H -2.049 1.731 1.530 0.0798
H -0.343 1.596 0.773 0.0698
H -0.608 0.390 -1.819 0.1295
H 0.790 -1.575 -1.326 0.0696
H -0.856 -2.080 -1.450 0.0609
H -0.116 -1.967 0.081 0.0684
H 0.937 1.615 -0.849 0.0233
H 0.937 -0.428 1.479 0.0635
H 2.504 0.676 1.156 0.0606
```

**Total charge**: -1
**Kohn-Sham gap**: 7.57 eV
**HOMO**: -3.46 eV

=====

Stability ranking, top entry: run two; the second entry is 252.2 kJ/mol less favorable.